A structure of composition C22H41BBrIN4O14PS2 at a distorted geometry. Source: the OMol25 dataset; level of theory: wB97M-V/def2-TZVPD.

```
87
Properties=species:S:1:pos:R:3:lowdin_charge:R:1
C 4.5364 -0.5837 -1.2624 0.130
C 3.4262 0.3059 -1.0818 -0.274
C 2.0193 1.0562 -0.5201 -0.518
I 3.0596 2.9730 0.0429 1.293
C 1.6351 0.4648 0.9488 -0.307
C 2.6161 -0.7899 1.4847 -0.109
C 2.0646 -1.5836 2.8033 -0.187
C 1.1379 -2.9127 2.4881 -0.231
S 0.2675 -3.4947 4.0872 0.815
O -0.3554 -2.3170 4.8947 -0.385
O -0.9634 -4.3339 3.5675 -0.374
O 1.2212 -4.5573 5.0227 -0.213
B 1.7993 1.5656 2.2114 -0.524
C 3.0800 1.5659 3.2986 -0.077
O 0.7679 2.5562 2.6021 0.002
O 0.3289 -0.1189 1.1210 -0.090
C -0.7027 0.2316 0.1562 -0.308
O -1.0202 1.6372 0.3479 -0.097
N -1.8991 1.9545 1.2658 0.001
O -2.8783 2.5529 0.7828 0.098
P -2.1320 -0.8191 0.7623 0.822
O -3.6050 -0.3779 0.4255 -0.311
O -2.0743 -0.7470 2.5518 -0.194
O -2.0615 -2.5476 0.5445 -0.219
C -0.2093 0.1474 -1.4450 -0.216
C -1.5191 0.6542 -2.3685 -0.094
C -2.7650 -0.3231 -2.6079 -0.144
C -2.8714 -0.8646 -4.1896 -0.169
O -3.1233 0.3308 -5.0069 -0.114
C -2.7873 0.1279 -6.4240 -0.273
C -1.2020 -0.0341 -6.8306 -0.022
O -3.7932 0.1298 -7.3395 0.004
C -0.0021 -1.3254 -2.0342 -0.220
C 1.1645 -2.3692 -1.7857 -0.633
C 1.5831 -3.0000 -3.2899 -0.169
Br 0.6112 -4.0694 -0.7925 0.712
N 0.9576 1.1684 -1.5859 -0.336
S 1.8922 0.5441 -3.0191 1.015
C 0.7107 2.4608 -2.2489 -0.305
C -0.1555 3.7175 -1.8484 -0.324
C 0.0020 4.5378 -0.4612 -0.113
O 0.2407 4.7637 -2.8806 -0.107
H 5.4822 -1.0281 -1.8405 0.105
H 2.6704 -1.6732 0.6809 0.115
H 3.7582 -0.4501 1.5666 0.132
H 1.4946 -0.9754 3.6072 0.108
H 3.0362 -2.0142 3.3505 0.146
H 0.2483 -2.6482 1.7527 0.067
H 1.7685 -3.8054 2.0477 0.109
H 1.7235 -4.0225 5.7337 0.125
H 3.1985 2.6555 3.7709 0.095
H 4.1051 1.3206 2.7915 0.069
H 2.8300 0.8597 4.2195 0.100
H 1.2057 3.2778 3.1419 0.119
H -2.8640 -1.3149 2.8435 0.116
H -2.5760 -2.7448 -0.2938 0.084
H -1.9790 1.6598 -2.0179 0.126
H -1.0505 0.7124 -3.4701 0.113
H -2.9040 -1.2657 -1.9495 0.089
H -3.7844 0.2906 -2.4807 0.161
H -3.8226 -1.5760 -4.2053 0.158
H -1.9609 -1.5164 -4.5163 0.119
H -1.0680 0.5077 -7.8856 0.120
H -0.4918 0.5412 -6.0669 0.074
H -0.9391 -1.1802 -6.8816 0.102
H -0.2375 -1.3085 -3.2091 0.110
H -0.9144 -1.9946 -1.6328 0.103
H 2.1798 -2.0720 -1.3507 0.048
H 2.4050 -3.8309 -3.2039 0.093
H 0.5871 -3.4593 -3.7275 0.091
H 1.9204 -2.1579 -4.0396 0.067
H 1.0040 0.3515 -4.0846 -0.028
H 0.3518 2.3142 -3.3940 0.141
H 1.7896 2.9125 -2.5418 0.110
H -1.3386 3.6794 -2.0449 0.171
H 0.1858 3.9309 0.5084 0.036
H 0.8775 5.3462 -0.5270 0.089
H -0.9862 5.1846 -0.2891 0.121
H 1.1665 5.0864 -2.6753 0.104
C -2.3459 0.6475 7.0844 -0.724
O -3.1408 1.5474 7.3052 0.021
N -2.2343 0.0545 5.8821 0.160
N -1.5104 0.1683 8.0234 0.149
H -1.5859 -0.6880 5.6809 0.048
H -2.8452 0.3854 5.1468 0.104
H -1.5620 0.5872 8.9428 0.112
H -0.8489 -0.5721 7.8606 0.093
```

## Properties
Net charge   +1
HOMO-LUMO gap   0.2248 Eh
LUMO energy   -4.7913 eV

---

A structure of composition C22H32BrN2O4Re. Source: the OMol25 dataset; level of theory: wB97M-V/def2-TZVPD.

```
62
Properties=species:S:1:pos:R:3:lowdin_charge:R:1
Re -0.3332 -0.4029 -0.4224 1.783
C -3.2245 -0.4668 0.9355 0.057
O -2.1180 -1.1870 0.2603 -0.364
C -2.4067 -2.6355 0.1734 -0.068
C -1.1113 -3.3503 -0.1442 -0.085
O -0.3147 -2.5674 -1.0761 -0.275
C -0.6471 -2.7185 -2.4883 -0.074
C -1.6532 -1.6610 -2.8690 -0.063
O -1.1790 -0.3808 -2.2975 -0.371
C -1.3418 0.7418 -3.2437 0.057
H -3.0642 -0.5475 2.0087 0.125
H -4.1585 -0.9412 0.6429 0.125
H -3.1969 0.5600 0.5871 0.095
H -3.1830 -2.7530 -0.5818 0.148
H -2.8022 -2.9531 1.1390 0.164
H -1.2909 -4.3421 -0.5593 0.167
H -0.4883 -3.4480 0.7379 0.117
H -1.0291 -3.7237 -2.6690 0.167
H 0.2903 -2.5981 -3.0306 0.146
H -2.6521 -1.8206 -2.4680 0.143
H -1.7220 -1.5406 -3.9494 0.160
H -2.4069 0.8951 -3.4082 0.134
H -0.8273 0.4723 -4.1639 0.128
H -0.8740 1.6013 -2.7831 0.064
C 1.6018 -2.8576 2.9814 0.054
N 1.8245 -1.4050 3.0153 -0.066
C 2.6535 -0.9491 4.1597 0.052
C 1.3589 -0.5527 2.1612 -0.323
C 1.6892 0.8912 2.2738 0.049
O 0.5954 -1.0070 1.1566 -0.194
H 2.5768 -3.3423 2.9417 0.130
H 1.0154 -3.1319 2.1170 0.067
H 1.0942 -3.1461 3.9013 0.132
H 3.0234 -1.8318 4.6712 0.118
H 2.0393 -0.3652 4.8447 0.126
H 3.4976 -0.3626 3.8033 0.117
H 2.7723 1.0283 2.2589 0.123
H 1.3331 1.2853 3.2283 0.124
H 1.2578 1.4678 1.4629 0.059
Br 5.4825 0.8467 -3.4815 1.055
C 3.8958 0.5425 -2.6224 -0.645
C 3.4749 -0.7646 -2.3105 -0.036
C 2.2769 -0.9536 -1.6833 -0.077
N 1.4414 0.0721 -1.3235 -0.127
C 1.8745 1.3408 -1.6123 -0.074
C 3.0550 1.6065 -2.2449 -0.037
H 4.0923 -1.6170 -2.5613 0.138
H 1.9457 -1.9503 -1.4220 0.121
H 1.2251 2.1501 -1.3106 0.111
H 3.3393 2.6306 -2.4466 0.138
C -0.7174 1.2998 -0.0122 -0.078
C -1.1305 2.5838 0.2923 -0.280
C -1.3261 3.5741 -0.7121 0.011
C -1.7372 4.8348 -0.3521 0.008
C -1.9838 5.1285 0.9917 0.055
C -1.8084 4.1697 1.9927 0.005
C -1.3795 2.9077 1.6582 0.002
H -1.1463 3.3470 -1.7523 0.110
H -1.8806 5.5992 -1.1043 0.143
H -2.3241 6.1207 1.2630 0.148
H -2.0159 4.4235 3.0234 0.141
H -1.2523 2.1533 2.4229 0.125
```

## Properties
Energy relative to the best compared isomer or geometry (same formula, charge and spin)   0.000 eV
Net charge   +4
HOMO-LUMO gap   0.2155 Eh
LUMO energy   -14.6941 eV

---

A structure of composition C7H6S at a distorted geometry. Source: the OMol25 dataset; level of theory: wB97M-V/def2-TZVPD.

```
14
Properties=species:S:1:pos:R:3:lowdin_charge:R:1
C -2.0375 0.9851 0.0152 -0.361
C -0.7439 -0.8281 -0.0751 -0.516
C 0.3297 -1.6907 -0.0179 -0.078
C 1.5931 -1.0971 0.0090 -0.100
C 1.7742 0.2874 0.0224 -0.099
C 0.6787 1.1663 -0.0517 -0.027
C -0.5836 0.5553 -0.0574 -0.333
H -2.2786 1.4721 0.9923 0.093
H -2.4427 1.5475 -0.8388 0.081
H 0.1737 -2.7839 -0.0578 0.116
H 2.4684 -1.7510 0.0456 0.104
H 2.7978 0.6674 0.0810 0.101
H 0.7851 2.2736 -0.0696 0.120
S -2.5145 -0.8039 0.0028 0.899
```

## Properties
Energy relative to the best compared isomer or geometry (same formula, charge and spin)   0.077 eV
HOMO-LUMO gap   0.3345 Eh
LUMO energy   0.8627 eV

---

A cluster of 3 separate species, C5H11NO2 in total at a distorted geometry. Source: the OMol25 dataset; level of theory: wB97M-V/def2-TZVPD.

```
19
Properties=species:S:1:pos:R:3:lowdin_charge:R:1
C -1.9483 0.6688 0.5722 -0.356
N -1.5796 -0.4619 1.1282 0.138
C -1.4626 -1.5517 0.2081 -0.253
C -0.1390 -1.5929 -0.5359 -0.071
C 1.2351 1.4465 0.9196 -0.026
C 1.1336 2.0710 -0.2719 -0.006
O 2.4030 -0.3747 -0.7722 -0.192
O -2.1524 0.9054 -0.6668 0.029
H -2.0681 1.4547 1.2787 0.105
H -2.2671 -1.3912 -0.5656 0.137
H -1.6467 -2.5087 0.7312 0.127
H 0.0736 -0.6329 -1.0004 0.055
H 0.7009 -1.7590 0.1596 0.078
H -0.0868 -2.3514 -1.3217 0.089
H 2.0106 0.7466 1.0698 0.027
H 0.4272 1.5105 1.7058 0.065
H 1.5515 1.5663 -1.0818 0.025
H 0.5896 2.9581 -0.3934 0.048
H 3.2255 -0.7037 -1.1636 -0.019
```

## Properties
Energy relative to the best compared isomer or geometry (same formula, charge and spin)   10.171 eV
HOMO-LUMO gap   0.1375 Eh
LUMO energy   -5.0667 eV

---

A structure of composition C9H25NNbO at a distorted geometry. Source: the OMol25 dataset; level of theory: wB97M-V/def2-TZVPD.

```
37
Properties=species:S:1:pos:R:3:lowdin_charge:R:1
C 0.1410 4.6112 0.6760 -0.170
C -1.1233 3.8306 -0.0394 -0.297
C -0.8447 2.2604 -0.4038 -0.360
C -0.5132 1.2975 0.9055 -0.453
Nb 0.9657 -0.2698 0.2141 1.364
C 2.5282 -1.7280 -0.6274 -0.487
N 3.0063 -1.3514 -2.0451 -0.264
C 1.9399 -1.6439 -3.0795 -0.249
C -0.2935 -2.0554 0.7762 -0.425
C -1.7327 -1.7934 1.4748 -0.470
C -2.3572 -3.2976 1.8559 -0.129
O -2.7392 -1.1688 0.5583 -0.167
H 1.1654 4.0801 0.4670 0.076
H -0.1169 4.6650 1.8399 0.072
H 0.1886 5.7461 0.3276 0.065
H -1.2901 4.3900 -1.0814 0.093
H -2.1363 3.9882 0.5525 0.102
H -1.6933 1.7526 -1.0594 0.096
H 0.1443 2.2394 -1.0656 0.044
H 0.0675 2.0094 1.6692 0.036
H -1.4672 0.9432 1.4646 0.024
H 1.7376 -0.3049 1.8911 -0.149
H 2.0632 1.0762 -0.3040 -0.144
H 0.1652 -0.2194 -1.4496 -0.098
H 3.4956 -1.5790 0.0543 0.039
H 2.2236 -2.8559 -0.5629 0.037
H 3.3317 -0.3611 -2.0761 0.056
H 1.5322 -0.6656 -3.6293 0.072
H 1.0486 -2.2781 -2.6174 0.064
H 2.3879 -2.3230 -3.9457 0.061
H -0.4882 -2.7397 -0.1828 0.055
H 0.3300 -2.7572 1.5138 0.063
H -1.7081 -1.2090 2.4997 0.133
H -2.0529 -3.6532 2.9339 0.068
H -2.0672 -4.0934 1.0148 0.079
H -3.5378 -3.2485 1.8365 0.068
H -2.3008 -1.2935 -0.3565 0.096
```

## Properties
Energy relative to the best compared isomer or geometry (same formula, charge and spin)   4.309 eV
Net charge   -1
HOMO-LUMO gap   0.2331 Eh
LUMO energy   2.6455 eV

---

The molecule C4H10N2O at a distorted geometry. Source: the OMol25 dataset; level of theory: wB97M-V/def2-TZVPD.

```
17
Properties=species:S:1:pos:R:3:lowdin_charge:R:1
N -1.9503 0.8996 -0.4009 0.033
C -0.8846 0.2892 0.4125 -0.386
C -1.5053 -0.6765 1.4152 -0.047
C 0.2270 -0.3325 -0.4241 -0.458
N 1.4624 -0.3993 0.2754 -0.035
C 2.3452 0.7675 0.1611 -0.084
O 0.0681 -0.7064 -1.5513 0.117
H -2.2550 0.2884 -1.1467 0.070
H -1.6705 1.7800 -0.8062 0.068
H -0.4486 1.1870 0.8605 0.136
H -2.3818 -0.1287 1.7506 0.075
H -1.8616 -1.5620 0.8843 0.083
H -0.8518 -1.0244 2.2081 0.074
H 1.8574 -1.3223 0.3283 0.119
H 1.7731 1.6534 -0.0777 0.080
H 3.0104 0.5914 -0.6912 0.080
H 2.9456 0.8769 1.0570 0.074
```

## Properties
Energy relative to the best compared isomer or geometry (same formula, charge and spin)   1.626 eV
HOMO-LUMO gap   0.3654 Eh
LUMO energy   0.9261 eV
SMILES string   CNC(=O)[C@H](C)N